[1]
Here is 3 unconnected molecules or ions with the total composition C12H29FN3O7PS from the OMol25 dataset. Energies are from wB97M-V/def2-TZVPD.

The geometry in ORCA input format:
```
! RIJCOSX wB97M-V def2-TZVPD def2/J DEFGRID3
* xyz 0 1
C 1.7241 -0.4791 1.1237
C 1.9579 -0.5420 -0.3785
O 0.8014 -0.9660 -1.1270
P -0.5439 -0.1397 -1.2040
O -1.1385 -0.1063 -2.5484
C -0.2635 1.5501 -0.6055
C -1.0144 2.5656 -1.4846
N -1.2999 3.8567 -0.8219
S -0.0864 4.5555 -0.0038
O 1.0885 4.4611 -0.7863
O -0.0818 4.2268 1.3756
F -0.5959 6.0281 -0.0770
O -1.4485 -0.9022 -0.1412
C -2.7381 -0.3026 0.1207
C -2.8410 0.1488 1.5753
H 1.4098 0.5151 1.4419
H 2.6593 -0.6902 1.6410
H 0.9823 -1.2171 1.4189
H 2.3296 0.4025 -0.7762
H 2.7168 -1.2878 -0.6022
H 0.7933 1.8033 -0.6028
H -0.6275 1.6203 0.4215
H -1.9740 2.1686 -1.7979
H -0.4482 2.7695 -2.3876
H -2.1475 3.8575 -0.2672
H -2.9173 0.5122 -0.5800
H -3.4824 -1.0666 -0.0917
H -1.8432 0.3100 1.9797
H -3.4115 1.0720 1.6545
H -3.3198 -0.6176 2.1794
C -5.3150 -1.5682 -2.7700
O -6.4051 -1.5322 -2.2284
N -4.7531 -2.6838 -3.2726
C -3.4418 -2.6940 -3.8942
C -5.4974 -3.9264 -3.1682
H -4.6838 -0.6704 -2.8871
H -3.5021 -3.0536 -4.9232
H -2.7742 -3.3514 -3.3336
H -3.0129 -1.6934 -3.8883
H -6.4529 -3.8473 -3.6875
H -5.7046 -4.1643 -2.1243
H -4.9101 -4.7272 -3.6113
C 5.3530 -1.3469 3.6111
O 4.1471 -1.4969 3.6574
N 5.9652 -0.1581 3.4453
C 7.4065 -0.0327 3.3997
C 5.1410 1.0314 3.3144
H 6.0595 -2.1886 3.7066
H 7.7664 0.6111 4.2047
H 7.7304 0.3887 2.4460
H 7.8589 -1.0157 3.5149
H 4.5170 1.1656 4.1981
H 4.4818 0.9503 2.4495
H 5.7863 1.8978 3.1928
*
```

- DFT total energy: -54560.740 eV
- SMILES string: CCOP(=O)(CCNS(=O)(=O)F)OCC.CN(C)C=O.CN(C)C=O

[2]
Here is a molecular structure, C9H17AsF6N3O4S3Ta from the OMol25 dataset. Energies are from wB97M-V/def2-TZVPD.

The geometry in ORCA input format:
```
! RIJCOSX wB97M-V def2-TZVPD def2/J DEFGRID3
* xyz 4 1
Ta 1.0607 -0.8488 0.6983
F -7.5652 3.3543 -3.0659
C -7.6319 4.0533 -2.0538
F -8.1555 3.6047 -1.0291
F -7.1762 5.2008 -2.0657
S -0.8682 0.6726 0.0850
O 0.5700 1.1307 -0.1462
O -0.6146 -0.8036 -0.4309
N -0.7026 0.0362 1.7185
S 0.1470 0.3995 3.0086
O 1.5696 0.1581 2.3722
O -0.0325 1.5695 3.7580
C 0.0120 -1.2259 4.0430
F -0.5676 -2.1060 3.2252
F -0.6796 -0.9981 5.1024
F 1.2393 -1.6198 4.2953
C 1.8954 -4.3603 1.9514
As 1.3791 -3.4865 0.3012
C 2.7098 -3.9147 -1.0329
C -0.3178 -4.2114 -0.2782
H 2.1517 -5.3887 1.6912
H 1.0597 -4.3648 2.6483
H 2.7659 -3.8764 2.3906
H 2.6144 -4.9821 -1.2371
H 3.7028 -3.7087 -0.6372
H 2.5293 -3.3541 -1.9477
H -0.2554 -5.2964 -0.1865
H -0.4851 -3.9391 -1.3188
H -1.1272 -3.8397 0.3467
S 3.1828 -0.6109 -0.2763
C 3.8592 1.0527 -0.1218
N 3.9515 1.7699 -1.2103
C 4.6844 3.0650 -1.2445
C 5.7195 3.0802 -0.1341
C 5.0810 2.7150 1.1940
N 4.3298 1.4391 1.0375
H 3.5898 1.3968 -2.0768
H 3.9568 3.8703 -1.1420
H 5.1466 3.1377 -2.2265
H 6.1510 4.0773 -0.0612
H 6.5324 2.3901 -0.3647
H 4.3843 3.4794 1.5391
H 5.8265 2.5501 1.9684
H 4.2938 0.8013 1.8188
*
```

- Relative energy (zero: lowest compared OMol25 entry of this formula, charge and spin): 1.128 eV

[3]
Here is a gas-phase ion, C4H8NO (charge +1) from the OMol25 dataset. Energies are from wB97M-V/def2-TZVPD.

The geometry in ORCA input format:
```
! RIJCOSX wB97M-V def2-TZVPD def2/J DEFGRID3
* xyz 1 1
C -1.7664 0.1194 -0.4410
C 0.9049 0.7918 0.7750
C -0.6106 -0.8141 -0.3899
C -0.9406 0.1063 -1.4919
N 0.4108 -0.6187 0.6064
O -0.5881 0.6115 -2.6578
H -2.7626 0.3950 -0.1595
H 0.0957 1.3793 1.2051
H 1.2990 1.0836 -0.2501
H 1.7434 0.7314 1.3949
H -0.9291 -1.8770 -0.2777
H 1.2784 -1.1888 0.5637
H -0.1219 -1.0041 1.3790
H -0.1117 0.0188 -3.2666
*
```

- SMILES string: C[NH2+][C@H]1C=C1O
- Relative energy (zero: lowest compared OMol25 entry of this formula, charge and spin): 2.793 eV

[4]
Here is 2 unconnected molecules or ions with the total composition C6H17PSi from the OMol25 dataset. Energies are from wB97M-V/def2-TZVPD.

The geometry in ORCA input format:
```
! RIJCOSX wB97M-V def2-TZVPD def2/J DEFGRID3
* xyz 0 1
C 2.1579 0.7578 0.2900
C 1.3121 -1.3869 1.4287
C 1.7292 -1.2954 -1.1556
C -1.6863 2.4718 0.0357
C -2.1695 -0.2691 -1.6902
C 1.4638 -0.5275 0.1736
Si -1.5518 0.6056 -0.0762
P -2.4423 -0.2899 1.7737
H 1.5393 1.5882 0.6011
H 3.0616 0.7022 0.9462
H 2.5342 1.0492 -0.7407
H 0.4514 -2.0646 1.3216
H 1.1719 -0.7776 2.4030
H 2.1103 -2.0616 1.4697
H 1.4282 -2.3216 -1.0101
H 1.1238 -0.7666 -1.9015
H 2.6987 -1.2189 -1.4729
H -1.9960 2.8701 -0.9288
H -2.5069 2.7048 0.7126
H -0.7342 2.9055 0.3962
H -2.1399 0.6157 -2.4129
H -1.3621 -0.8333 -2.1040
H -3.0581 -0.9105 -1.8606
H -1.8135 -1.5406 1.2252
H -1.3218 -0.0069 2.5763
*
```

- Relative energy (zero: lowest compared OMol25 entry of this formula, charge and spin): 2.760 eV

[5]
Here is 8 unconnected molecules or ions with the total composition C36H96N8O10 from the OMol25 dataset. Energies are from wB97M-V/def2-TZVPD.

The geometry in ORCA input format:
```
! RIJCOSX wB97M-V def2-TZVPD def2/J DEFGRID3
* xyz 0 1
C 3.5551 2.6687 -4.2138
O 3.3356 1.3424 -3.7190
C 2.4799 0.5317 -4.5168
C 1.0161 0.5426 -3.9565
N 0.8911 -0.2929 -2.7563
C -0.5083 -0.2216 -2.3116
C -1.3881 -1.2159 -3.0696
O -2.7169 -1.0847 -2.6253
C -3.4760 -2.1981 -3.2634
H 4.1620 2.6043 -5.1280
H 4.0835 3.2768 -3.4906
H 2.6263 3.1952 -4.4262
H 2.9713 -0.4194 -4.4887
H 2.4161 0.9543 -5.5433
H 0.3273 0.0746 -4.6697
H 0.6274 1.5331 -3.8063
H 1.4390 0.2874 -2.1168
H -0.8443 0.7973 -2.3188
H -0.6052 -0.5621 -1.2914
H -1.0641 -2.2482 -2.8262
H -1.3233 -0.9787 -4.1544
H -3.2342 -2.2623 -4.3212
H -4.5038 -2.0088 -3.1562
H -3.2971 -3.0782 -2.7511
C 3.6836 -7.2296 2.6380
O 3.1165 -6.0184 2.2609
C 2.9184 -5.8858 0.8799
C 2.4731 -4.4488 0.6213
N 3.4838 -3.4670 0.8862
C 3.2519 -2.1062 0.2493
C 3.7165 -1.9595 -1.1619
O 2.9726 -2.8778 -1.9397
C 3.5498 -3.1604 -3.1737
H 4.6372 -7.3057 2.2196
H 3.1369 -8.1084 2.2676
H 3.6771 -7.1535 3.7257
H 2.1435 -6.5621 0.5249
H 3.8127 -6.1814 0.3889
H 1.6708 -4.2721 1.3023
H 2.1431 -4.3720 -0.4121
H 3.8847 -3.3264 1.8589
H 3.7958 -1.3679 0.8806
H 2.1559 -1.8856 0.2443
H 4.7706 -2.1958 -1.2309
H 3.5969 -0.9623 -1.6463
H 2.9973 -3.9859 -3.6456
H 4.5813 -3.4453 -3.0947
H 3.7187 -2.3418 -3.8870
C -2.0257 6.0220 -0.0483
C -3.2060 5.1288 -0.0821
C -4.2357 5.4547 0.9226
O -3.6986 5.2520 2.1987
C -4.7425 5.3698 3.1590
N -3.8653 5.2835 -1.4097
H -1.2979 5.8037 -0.9191
H -1.3684 5.8277 0.7989
H -2.2138 7.1024 -0.0596
H -2.8327 4.1116 0.0398
H -5.1044 4.8955 0.6072
H -4.6843 6.5203 0.6748
H -4.2692 5.2941 4.1073
H -5.4806 4.5813 3.0758
H -5.2853 6.4174 3.1463
H -3.0969 5.5474 -2.1250
H -4.2902 4.4456 -1.6923
C -5.5959 2.0381 -1.0610
C -4.6127 1.7340 0.0192
C -5.2801 0.6057 0.8864
O -6.3464 1.1887 1.5545
C -6.0655 1.5566 2.8974
N -3.3044 1.2904 -0.5757
H -5.0158 2.5902 -1.8226
H -6.5442 2.5782 -0.8666
H -5.8774 1.0121 -1.4955
H -4.4622 2.6692 0.6198
H -4.5774 0.2577 1.6369
H -5.5634 -0.2516 0.2462
H -6.9887 2.0830 3.2806
H -5.2143 2.2636 2.9173
H -5.9290 0.6580 3.4943
H -3.5376 0.6089 -1.3670
H -2.7137 0.7450 0.1117
C 5.9038 2.5113 1.6175
C 5.8044 1.0461 1.1810
C 6.2070 1.1852 -0.3390
O 6.0348 -0.0419 -1.0886
C 6.6225 0.0993 -2.3841
N 6.4900 0.1106 2.0279
H 5.2311 3.1964 1.0815
H 6.9342 2.9309 1.5261
H 5.6797 2.5413 2.6722
H 4.7356 0.8608 1.2304
H 7.2033 1.5434 -0.4305
H 5.6011 1.9643 -0.7918
H 5.9200 0.5377 -3.1284
H 6.7816 -0.8802 -2.7570
H 7.6434 0.5092 -2.3282
H 7.3635 0.5014 2.4078
H 6.5656 -0.8580 1.7278
C 2.0314 1.2247 0.2815
C 1.9115 2.6924 0.4084
C 2.3942 3.2925 -0.9141
O 2.1532 4.6819 -1.0378
C 3.2252 5.5963 -0.8003
N 0.5729 3.1037 0.8507
H 1.3188 0.8035 -0.3518
H 1.9291 0.7390 1.2856
H 3.0385 1.0626 -0.0637
H 2.6231 2.9668 1.2055
H 1.9216 2.8121 -1.7732
H 3.4321 2.9662 -1.0635
H 4.1222 5.2235 -1.3005
H 3.3811 5.6560 0.2388
H 2.9116 6.5521 -1.2505
H -0.0283 2.8856 0.0285
H 0.6637 4.0843 1.0577
C -1.4667 -4.8273 -0.4974
C -2.1700 -4.5165 0.8309
C -3.5300 -5.0630 0.9391
O -3.6176 -6.4969 0.6798
C -4.9112 -6.9730 0.7594
N -1.3450 -4.9861 1.9264
H -2.0383 -4.3653 -1.3324
H -1.4773 -5.9196 -0.6764
H -0.4354 -4.4833 -0.5279
H -2.3689 -3.4589 0.9506
H -4.3036 -4.5519 0.4042
H -4.0018 -4.8871 1.9400
H -5.4116 -6.9244 1.8025
H -4.9085 -7.9715 0.2945
H -5.6483 -6.3477 0.2642
H -1.5066 -4.6752 2.8665
H -1.3034 -5.9664 2.0570
C -0.5592 -1.2945 2.2302
C -1.7065 -1.1087 3.1751
C -1.8837 0.3136 3.6402
O -2.3876 1.1419 2.6812
C -2.2627 2.5290 2.9070
N -2.9281 -1.7422 2.6000
H -0.9142 -0.9545 1.2663
H -0.2538 -2.3509 2.0130
H 0.2900 -0.6740 2.3910
H -1.4575 -1.6417 4.0855
H -0.9322 0.6578 4.0379
H -2.5582 0.3444 4.5417
H -2.5770 3.0576 2.0612
H -1.2829 2.7694 3.2856
H -3.0613 2.8537 3.5887
H -3.2434 -1.1939 1.8052
H -3.6929 -1.6973 3.2782
*
```

- SMILES string: COC[C@H](C)N.COC[C@H](C)N.COC[C@H](C)N.COC[C@H](C)N.COC[C@H](C)N.COC[C@H](C)N.COCCNCCOC.COCCNCCOC
- Relative energy (zero: lowest compared OMol25 entry of this formula, charge and spin): 3.144 eV

[6]
Here is 2 unconnected molecules or ions with the total composition C5H10NO2 from the OMol25 dataset. Energies are from wB97M-V/def2-TZVPD.

The geometry in ORCA input format:
```
! RIJCOSX wB97M-V def2-TZVPD def2/J DEFGRID3
* xyz -2 2
C 1.2712 -1.1593 0.6286
C 1.8029 0.2549 0.8789
N 2.8802 0.5676 -0.0999
C -1.1323 0.7382 -1.5536
C -2.1320 -0.0698 -0.7389
C -2.2073 -0.0435 0.7413
O -2.1452 1.0613 1.3337
O -2.3166 -1.1895 1.2639
H 1.3454 -1.9148 1.4264
H 0.2181 -1.2615 0.3369
H 1.7344 -1.6143 -0.2556
H 0.9917 0.9611 0.6627
H 2.0889 0.4044 1.9329
H 2.6703 1.5269 -0.3844
H -0.4569 0.0454 -2.0621
H -1.5326 1.5563 -2.1462
H -0.5007 1.0596 -0.7177
H -2.5796 -0.9228 -1.2469
*
```

- Expectation value of S²: 0.7559
- Relative energy (zero: lowest compared OMol25 entry of this formula, charge and spin): 2.921 eV

Ordered strongest force on any atom results: 0.80; 1.22; 3.51; 4.11; 3.39; 2.66; unit eV/Å.